The following is a quantum chemistry calculation of a 2-piece molecular cluster, C10H16O overall, from the Open Molecules 2025 dataset.

Structure (XYZ):
```
27
Properties=species:S:1:pos:R:3:forces:R:3:lowdin_charge:R:1
C -0.79092 -1.63721 2.10339 -0.6031 0.0001 -0.4492 -0.089
C -0.13235 -1.27940 0.77215 0.1514 0.7369 -0.2775 -0.218
C -1.05281 -0.41119 -0.06039 0.4698 -0.1262 0.1865 -0.262
C -1.87658 -0.94331 -1.03372 -0.2345 0.2889 -0.2499 -0.034
C -2.78161 -0.13601 -1.72487 0.2837 -0.4774 -0.0151 -0.012
C -2.83243 1.21134 -1.44988 0.2583 0.3941 0.2306 -0.333
O -3.73708 1.98680 -2.12959 0.0222 0.2709 -0.2636 0.032
C -1.97395 1.76693 -0.49735 -0.4195 0.2811 -0.3145 -0.021
C -1.07708 0.96375 0.17531 -0.3386 -0.2240 0.0330 -0.041
H -1.81571 -1.96485 1.89036 0.1531 -0.1763 0.1216 0.079
H -0.90712 -0.74944 2.72298 0.1961 0.0113 0.1321 0.073
H -0.28320 -2.42532 2.64785 0.1884 -0.0067 0.1258 0.066
H 0.75695 -0.66110 0.91747 0.2105 -0.2724 0.2808 0.084
H 0.19064 -2.14977 0.20218 -0.1542 -0.1752 0.0681 0.109
H -1.76906 -1.98595 -1.30468 -0.1877 -0.0896 0.1063 0.114
H -3.40622 -0.55025 -2.50178 -0.0978 0.0164 -0.0491 0.116
H -3.38088 2.87895 -2.26274 -0.1389 -0.3697 0.2139 0.108
H -2.07045 2.83548 -0.30761 0.2300 -0.1626 0.0814 0.116
H -0.41430 1.38253 0.92061 0.0398 0.0883 0.0304 0.115
C 3.39185 0.49825 -0.55396 0.3233 0.0068 0.5351 -0.165
C 3.93595 -0.04881 0.78760 -0.1627 0.1814 -0.5543 -0.162
H 2.89656 1.45430 -0.37894 -0.0955 -0.0653 -0.2242 0.058
H 4.21904 0.65311 -1.24055 0.0049 0.2003 -0.1526 0.054
H 2.69504 -0.18030 -1.03777 -0.0985 -0.0789 0.0258 0.053
H 4.12179 0.77882 1.47157 0.0544 -0.0853 0.0834 0.058
H 3.20882 -0.71969 1.24507 0.1687 -0.0454 0.1278 0.045
H 4.88511 -0.56767 0.62732 -0.2236 -0.1215 0.1675 0.060
```
Forces are in eV/Å.

Summary:
HOMO = -8.5 eV
maximum force = 0.80 eV/Å
Kohn-Sham gap = 9.3 eV
total energy = -465.8672 hartree
charge = 0